Entry 1
Density functional theory data (ωB97M-V with the def2-TZVPD basis set) for a molecular structure, C33H24N7O7ReS2.

Atoms and positions in Å:
Re (-0.193, -0.316, -1.302)
S (1.617, 1.176, -1.584)
S (4.604, 1.116, -1.287)
O (-3.709, 2.148, -5.386)
O (-4.176, 3.978, -4.215)
O (-2.115, -0.045, -4.928)
O (-4.475, -1.578, 4.863)
O (-0.705, -0.653, -3.291)
O (0.946, -1.843, -1.388)
O (-3.772, 0.460, 4.765)
N (-3.882, -0.672, 4.326)
N (-1.739, 2.497, -1.245)
N (-1.417, 1.321, -1.796)
N (2.142, -0.721, 1.087)
N (-0.574, 0.179, 0.711)
N (3.106, -0.314, 0.238)
N (-1.804, -1.634, -0.803)
C (2.054, -3.861, -1.941)
C (1.624, 4.392, 0.985)
C (3.542, 3.441, -0.149)
C (3.037, 0.495, -0.731)
C (0.053, 1.112, 1.417)
C (2.295, 4.331, 2.198)
C (-0.356, 1.452, 2.707)
C (-1.992, 1.296, -2.997)
C (-2.282, -2.623, -1.554)
C (-2.718, 2.466, -3.213)
C (2.248, 3.949, -0.181)
C (-2.523, 3.208, -2.066)
C (-1.648, -0.457, 1.267)
C (4.173, 2.889, -1.412)
C (-3.241, -0.955, 3.008)
C (-3.295, -2.244, 0.977)
C (1.725, -2.902, -1.003)
C (-2.119, -0.170, 2.545)
C (1.818, -1.942, 1.264)
C (1.014, -2.279, 2.488)
C (-1.426, 0.823, 3.277)
C (3.598, 3.839, 2.236)
C (4.213, 3.397, 1.073)
C (-3.599, 2.933, -4.331)
C (-3.807, -3.274, 0.165)
C (2.803, -4.967, -1.564)
C (-2.278, -1.466, 0.462)
C (-1.612, 0.121, -3.841)
C (-3.776, -1.952, 2.296)
C (-3.287, -3.473, -1.085)
C (2.154, -3.028, 0.311)
C (3.214, -5.125, -0.248)
C (2.878, -4.159, 0.685)
H (4.137, 3.803, 3.177)
H (3.211, -4.259, 1.714)
H (-1.740, 1.082, 4.276)
H (-3.164, 1.333, -5.308)
H (-2.891, 4.194, -1.816)
H (1.517, -3.063, 3.059)
H (3.801, -5.987, 0.044)
H (1.728, 4.015, -1.133)
H (5.222, 3.000, 1.112)
H (3.068, -5.711, -2.307)
H (0.027, -2.678, 2.218)
H (5.141, 3.347, -1.623)
H (0.897, 1.598, 0.946)
H (1.718, -3.723, -2.965)
H (3.524, 3.044, -2.271)
H (1.816, 4.680, 3.107)
H (0.620, 4.805, 0.940)
H (-1.860, -2.721, -2.548)
H (-4.591, -2.524, 2.719)
H (0.901, -1.402, 3.128)
H (0.200, 2.212, 3.245)
H (-3.644, -4.269, -1.724)
H (-4.605, -3.904, 0.541)
H (-1.373, 2.761, -0.345)

Its spin multiplicity is 4. The calculation puts the gap between HOMO and LUMO (alpha / beta) at 6.32 / 5.77 eV. The calculation puts the highest occupied orbital energy (alpha / beta) at -10.8629 / -10.8268 eV. Its net charge is +1.

---

Entry 2
Density functional theory data (ωB97M-V with the def2-TZVPD basis set) for a molecular structure, C33H24N7O7ReS2.

Atoms and positions in Å:
Re (-0.185, -0.225, -0.603)
S (-0.832, 3.085, 2.449)
S (2.057, 2.262, 1.922)
O (0.288, -2.059, 3.019)
O (1.515, -0.934, -1.285)
O (-0.456, -4.678, 3.313)
O (-6.454, 2.849, -3.568)
O (-1.439, -6.147, 1.964)
O (-6.887, 2.014, -1.633)
O (0.242, -0.570, 1.342)
N (-0.054, 2.241, 0.231)
N (-0.799, -2.263, -0.293)
N (0.752, 1.555, -0.652)
N (-6.142, 2.280, -2.551)
N (-0.974, 0.052, -2.544)
N (-2.171, 0.435, -0.200)
N (-1.335, -3.278, -0.987)
C (2.505, -0.308, -1.953)
C (0.160, 4.804, 4.433)
C (0.596, 6.387, 6.206)
C (2.180, 3.445, -1.116)
C (0.272, 5.832, 3.510)
C (4.431, -0.585, -3.374)
C (-2.174, 0.695, -4.955)
C (-1.449, -4.375, -0.223)
C (2.657, 1.085, -2.006)
C (-2.225, 0.597, -2.563)
C (-4.165, 1.524, -3.679)
C (-0.927, 0.126, -4.924)
C (-0.969, -4.065, 1.033)
C (0.042, -1.751, 1.878)
C (4.585, 0.799, -3.459)
C (1.836, 1.998, -1.212)
C (-0.571, -2.731, 0.932)
C (3.405, -1.129, -2.631)
C (3.714, 1.610, -2.773)
C (-2.683, 0.633, 1.001)
C (-4.147, 1.376, -1.228)
C (-3.941, 1.221, 1.163)
C (-4.764, 1.715, -2.492)
C (0.497, 2.485, 1.450)
C (-0.346, -0.182, -3.691)
C (-2.857, 0.942, -3.748)
C (-2.878, 0.807, -1.301)
C (0.323, 5.095, 5.785)
C (-4.672, 1.594, 0.070)
C (-0.075, 3.356, 4.054)
C (0.708, 7.411, 5.275)
C (0.545, 7.129, 3.929)
C (-0.972, -5.059, 2.157)
H (5.121, -1.240, -3.890)
H (-1.853, -5.304, -0.592)
H (-0.375, -0.076, -5.830)
H (0.630, 7.921, 3.195)
H (0.647, -0.606, -3.619)
H (0.145, 5.623, 2.454)
H (-2.067, 0.358, 1.847)
H (-4.683, 1.809, -4.585)
H (-4.312, 1.395, 2.163)
H (-5.635, 2.058, 0.195)
H (3.191, 3.569, -0.729)
H (3.849, 2.681, -2.819)
H (1.492, 3.970, -0.464)
H (0.235, 4.299, 6.517)
H (-1.565, -3.173, -1.961)
H (2.133, 3.881, -2.118)
H (-0.729, 2.871, 4.776)
H (3.273, -2.200, -2.544)
H (0.719, 6.594, 7.261)
H (5.389, 1.229, -4.040)
H (-2.640, 0.959, -5.897)
H (0.869, 2.806, 4.036)
H (-0.143, -3.744, 3.297)
H (0.920, 8.421, 5.600)

Its spin multiplicity is 4. The calculation puts the gap between HOMO and LUMO (alpha / beta) at 5.71 / 5.06 eV. The calculation puts the highest occupied orbital energy (alpha / beta) at -10.2979 / -10.2939 eV. Its net charge is +1.

---

The energy of each structure relative to the most stable one, in kcal/mol, is as follows: entry 1 3.5; entry 2 0.0.

---

Entry 1
Density functional theory data (ωB97M-V with the def2-TZVPD basis set) for 2 unconnected molecules or ions with the total composition C4H8S2.

Atoms and positions in Å:
S (1.196, 2.211, -0.035)
S (-2.229, 1.035, 0.910)
C (0.790, 0.644, 0.491)
C (1.263, -0.477, -0.049)
C (-2.771, 1.019, -0.618)
C (1.000, -1.845, 0.514)
H (1.637, 1.841, -1.295)
H (-2.315, 1.369, -1.535)
H (1.985, -2.440, 0.319)
H (0.211, -2.295, -0.034)
H (-3.723, 0.372, -0.833)
H (2.139, -0.359, -0.675)
H (0.208, 0.816, 1.317)
H (0.609, -1.892, 1.524)

Its spin multiplicity is 1. The calculation puts the gap between HOMO and LUMO at 7.62 eV. The calculation puts the highest occupied orbital energy at -8.1348 eV.

---

Entry 2
Density functional theory data (ωB97M-V with the def2-TZVPD basis set) for a single C4H8S2 molecule.

Atoms and positions in Å:
S (-1.924, 0.341, -0.869)
S (1.960, -0.558, -0.924)
C (0.769, 0.339, -0.255)
C (-0.511, -0.272, 0.115)
C (-0.525, -1.788, 0.289)
C (0.964, 1.787, 0.197)
H (-1.208, 0.189, -2.042)
H (0.786, 1.800, 1.276)
H (0.213, 2.502, -0.215)
H (-1.575, -2.191, 0.462)
H (-0.086, -2.386, -0.438)
H (-0.808, 0.025, 1.114)
H (1.970, 2.047, 0.072)
H (-0.025, -1.835, 1.218)

Its spin multiplicity is 1. The calculation puts the gap between HOMO and LUMO at 8.43 eV. The calculation puts the highest occupied orbital energy at -8.7815 eV.

---

The energy of each structure relative to the most stable one, in kcal/mol, is as follows: entry 1 42.0; entry 2 0.0.

---

Entry 1
Density functional theory data (ωB97M-V with the def2-TZVPD basis set) for 2 unconnected molecules or ions with the total composition C2H3ClO.

Atoms and positions in Å:
Cl (-1.707, 1.547, -0.233)
O (0.533, -0.093, -1.941)
C (0.661, -0.494, -0.859)
C (0.679, -0.783, 0.401)
H (1.114, -1.783, 0.610)
H (-1.355, 1.751, 0.997)
H (0.074, -0.145, 1.025)

Its spin multiplicity is 1. The calculation puts the gap between HOMO and LUMO at 9.89 eV. The calculation puts the highest occupied orbital energy at -9.3513 eV.

---

Entry 2
Density functional theory data (ωB97M-V with the def2-TZVPD basis set) for a single C2H3ClO molecule.

Atoms and positions in Å:
Cl (-2.783, 0.664, 0.301)
O (-1.753, -0.002, -1.966)
C (-1.528, 0.143, -0.813)
C (-0.254, -0.025, -0.041)
H (-0.445, -1.035, 0.312)
H (0.692, 0.016, -0.742)
H (-0.247, 0.662, 0.851)

Its spin multiplicity is 1. The calculation puts the gap between HOMO and LUMO at 11.66 eV. The calculation puts the highest occupied orbital energy at -10.8582 eV.

---

The energy of each structure relative to the most stable one, in kcal/mol, is as follows: entry 1 25.0; entry 2 0.0.